#w
Formula: C6H11N
Source: OMol25
Level of theory: ωB97M-V with the def2-TZVPD basis set

Each line ends with the Mulliken charge.
Atoms and positions in Å:
C  1.510  0.823  0.895  -1.217
C  -2.184  -0.640  0.483  -0.100
C  0.632  0.604  -0.120  1.072
C  -0.162  1.767  -0.658  -1.447
C  1.051  -1.912  -0.197  -1.332
C  0.415  -0.660  -0.686  -0.181
N  -3.012  0.094  -0.013  -0.402
H  2.115  0.035  1.305  0.313
H  1.646  1.802  1.314  0.325
H  -2.119  -1.328  1.316  0.287
H  -0.703  2.251  0.152  0.325
H  -0.884  1.437  -1.398  0.319
H  0.495  2.507  -1.112  0.413
H  0.888  -2.052  0.871  0.329
H  2.131  -1.880  -0.357  0.363
H  0.657  -2.775  -0.729  0.337
H  -0.185  -0.726  -1.578  0.360
H  -3.973  0.252  0.301  0.235

Computed properties:
HOMO level (alpha / beta)   -7.182 / -7.495 eV
Frontier orbital gap (alpha / beta)   7.82 / 7.71 eV

=====

#x
Formula: C6H11N
Source: OMol25
Level of theory: ωB97M-V with the def2-TZVPD basis set

Each line ends with the Mulliken charge.
Atoms and positions in Å:
C  -0.410  1.158  1.983  -0.844
N  -0.590  0.967  0.546  -0.221
C  -0.324  -0.249  -0.179  0.533
C  -0.191  -0.401  -1.516  -0.246
C  -0.379  0.665  -2.543  -1.259
C  1.677  -1.408  0.865  -0.648
C  0.358  -1.279  0.661  -0.603
H  -0.949  0.327  2.562  0.273
H  -1.041  2.021  2.141  0.339
H  0.639  0.987  2.316  0.219
H  -1.041  1.788  0.184  0.261
H  -0.315  -1.453  -1.781  0.299
H  -0.305  0.403  -3.572  0.353
H  0.159  1.577  -2.305  0.305
H  -1.367  1.117  -2.364  0.282
H  1.833  -2.258  1.563  0.240
H  2.490  -0.688  0.825  0.335
H  -0.395  -1.837  1.258  0.383

Computed properties:
SMILES string   C=C/C(=C/C)NC
HOMO level   -7.405 eV
Frontier orbital gap   8.41 eV

=====

#y
Formula: C6H11N
Source: OMol25
Level of theory: ωB97M-V with the def2-TZVPD basis set

Each line ends with the Mulliken charge.
Atoms and positions in Å:
C  0.411  -1.164  1.464  -1.286
N  2.177  -0.179  -0.373  -0.398
C  0.924  0.311  -0.334  0.875
C  0.032  -0.077  0.574  0.438
C  -1.406  0.469  0.494  -0.648
C  -2.638  -0.015  0.107  -0.571
C  0.438  0.990  -1.506  -1.657
H  0.098  -2.148  1.042  0.196
H  1.501  -1.215  1.806  0.327
H  -0.128  -1.072  2.391  0.378
H  2.526  -0.493  0.584  0.158
H  2.841  -0.170  -1.065  0.139
H  -1.275  1.525  0.080  0.253
H  -3.483  0.595  0.386  0.289
H  -2.655  -0.968  -0.392  0.272
H  0.227  2.110  -1.246  0.308
H  0.984  0.762  -2.355  0.451
H  -0.574  0.740  -1.658  0.474

Computed properties:
SMILES string   C=C/C(C)=C(\C)N
HOMO level   -7.092 eV
Frontier orbital gap   8.03 eV

=====

#z
Formula: C6H11N
Source: OMol25
Level of theory: ωB97M-V with the def2-TZVPD basis set

Each line ends with the Mulliken charge.
Atoms and positions in Å:
C  -1.133  -0.342  1.272  -0.740
C  -0.283  1.381  -0.876  -1.331
C  0.738  -0.734  -1.849  -1.496
C  -0.201  -0.113  -0.853  1.148
C  -0.980  -0.908  -0.084  -0.683
C  0.382  -0.235  1.820  -0.039
N  0.933  0.889  1.896  -0.560
H  1.796  0.924  2.440  0.217
H  -1.548  0.662  1.287  0.277
H  -1.665  -1.005  1.953  0.382
H  -0.882  -1.981  -0.158  0.326
H  0.816  -1.186  2.177  0.399
H  0.362  1.801  -0.121  0.320
H  -1.304  1.737  -0.699  0.335
H  0.049  1.759  -1.858  0.385
H  0.401  -0.497  -2.862  0.327
H  0.777  -1.818  -1.763  0.399
H  1.741  -0.333  -1.721  0.335

Computed properties:
SMILES string   [H]/N=C/CC=C(C)C
HOMO level   -8.271 eV
Frontier orbital gap   9.38 eV

=====

Of them, the most stable is #z and the least stable is #w.

=====

#w
Formula: C6H11N
Source: OMol25
Level of theory: ωB97M-V with the def2-TZVPD basis set

Each line ends with the Mulliken charge.
Atoms and positions in Å:
C  0.536  2.070  -0.956  -1.001
C  -0.222  1.731  0.361  -0.398
C  0.429  0.595  1.124  -0.888
C  0.308  -0.728  0.426  0.684
C  1.352  -1.464  0.057  -0.963
C  -1.527  -1.504  -0.910  -0.246
N  -0.986  -1.237  0.200  -0.431
H  -0.071  2.252  -1.842  0.273
H  1.170  2.950  -0.869  0.334
H  1.197  1.222  -1.134  0.244
H  -0.128  2.675  0.904  0.305
H  -1.279  1.631  0.128  0.392
H  1.503  0.784  1.217  0.304
H  0.083  0.559  2.158  0.316
H  1.322  -2.455  -0.373  0.320
H  2.326  -0.994  -0.026  0.238
H  -1.756  -2.559  -1.095  0.269
H  -1.846  -0.694  -1.580  0.248

Computed properties:
SMILES string   C=NC(=C)CCC
HOMO level   -8.011 eV
Frontier orbital gap   8.36 eV

=====

#x
Formula: C6H11N
Source: OMol25
Level of theory: ωB97M-V with the def2-TZVPD basis set

Each line ends with the Mulliken charge.
Atoms and positions in Å:
C  -1.999  1.200  -0.476  -0.878
N  -1.606  -0.049  -1.109  -0.270
C  -0.302  -0.548  -0.991  0.538
C  0.121  -1.569  -1.744  -1.090
C  1.920  0.163  2.114  -1.153
C  1.000  -0.449  1.095  0.205
C  0.595  0.127  -0.026  -0.851
H  -1.755  2.073  -1.086  0.290
H  -1.517  1.299  0.490  0.350
H  -3.074  1.203  -0.285  0.287
H  -1.991  -0.118  -2.041  0.249
H  1.129  -1.933  -1.618  0.311
H  -0.545  -2.082  -2.425  0.304
H  1.688  1.223  2.234  0.314
H  1.853  -0.329  3.078  0.324
H  2.955  0.104  1.769  0.273
H  0.647  -1.466  1.280  0.398
H  0.882  1.150  -0.258  0.400

Computed properties:
SMILES string   C=C(/C=C/C)NC
HOMO level   -7.798 eV
Frontier orbital gap   8.89 eV

=====

Of them, the most stable is #x and the least stable is #w.

=====

#w
Formula: C6H11N
Source: OMol25
Level of theory: ωB97M-V with the def2-TZVPD basis set

Each line ends with the Mulliken charge.
Atoms and positions in Å:
C  1.573  -0.439  -0.395  -0.723
C  1.418  0.063  1.027  -0.719
C  0.078  0.807  0.976  -0.742
C  -0.863  -0.120  0.197  0.533
C  -2.141  0.519  -0.345  -1.523
C  0.095  -0.705  -0.818  0.289
N  -0.168  -1.357  -1.873  -0.723
H  2.256  -1.305  -0.480  0.430
H  0.810  -1.565  -2.054  0.312
H  2.009  0.330  -1.058  0.310
H  1.340  -0.807  1.691  0.288
H  2.245  0.687  1.370  0.330
H  -0.301  1.066  1.963  0.361
H  0.210  1.729  0.390  0.292
H  -1.153  -0.959  0.851  0.195
H  -2.770  0.883  0.479  0.371
H  -1.911  1.371  -0.994  0.336
H  -2.727  -0.198  -0.928  0.383

Computed properties:
SMILES string   [H]/N=C1\CCC[C@H]1C
HOMO level   -9.843 eV
Frontier orbital gap   10.92 eV

=====

#x
Formula: C6H11N
Source: OMol25
Level of theory: ωB97M-V with the def2-TZVPD basis set

Each line ends with the Mulliken charge.
Atoms and positions in Å:
C  0.043  -0.622  -1.612  -0.494
C  1.097  -0.024  -2.147  -0.035
N  1.113  0.626  -3.382  -0.529
C  0.013  -1.092  -0.184  -0.590
C  -0.539  -0.039  0.770  -0.243
C  -0.461  -0.145  2.086  -0.084
C  -0.995  0.899  3.038  -1.174
H  -0.887  -0.683  -2.164  0.277
H  2.009  0.082  -1.570  0.288
H  2.046  0.844  -3.702  0.239
H  0.631  0.153  -4.135  0.239
H  0.994  -1.402  0.181  0.345
H  -0.639  -1.956  -0.073  0.280
H  -1.049  0.845  0.399  0.254
H  0.031  -0.967  2.602  0.329
H  -0.195  1.394  3.595  0.283
H  -1.569  1.663  2.518  0.305
H  -1.643  0.423  3.779  0.311

Computed properties:
SMILES string   C/C=C/C/C=C/N
HOMO level   -8.114 eV
Frontier orbital gap   9.31 eV

=====

Of them, the most stable is #w and the least stable is #x.

=====

#w
Formula: C2H6NS
Source: OMol25
Level of theory: ωB97M-V with the def2-TZVPD basis set

Each line ends with the Mulliken charge.
Atoms and positions in Å:
S  2.383  3.259  3.261  -0.927
H  2.970  2.621  4.274  -0.071
C  -0.681  -0.202  -0.033  -0.617
C  -0.760  -1.296  -2.125  -0.194
N  -0.986  -0.222  -1.496  -0.410
H  -1.600  -0.226  0.571  0.218
H  -0.117  0.719  0.199  0.248
H  0.046  -0.983  0.217  0.294
H  -0.951  -1.480  -3.160  0.259
H  -0.304  -2.190  -1.707  0.200

Computed properties:
Charge   -1
HOMO level   -2.322 eV
Frontier orbital gap   5.41 eV

=====

#x
Formula: C2H6NS
Source: OMol25
Level of theory: ωB97M-V with the def2-TZVPD basis set

Each line ends with the Mulliken charge.
Atoms and positions in Å:
S  0.231  1.555  -1.882  -0.886
H  1.204  0.663  -1.645  -0.056
C  -0.309  -2.295  1.091  -0.810
C  -0.341  -0.938  0.921  -0.144
N  -0.081  -0.064  1.964  -0.394
H  0.596  -2.799  1.413  0.250
H  -1.077  -2.882  0.606  0.217
H  -0.738  -0.410  0.052  0.331
H  0.301  -0.531  2.775  0.251
H  0.316  0.826  1.687  0.241

Computed properties:
Charge   -1
HOMO level   -2.669 eV
Frontier orbital gap   6.71 eV

=====

#y
Formula: C2H6NS
Source: OMol25
Level of theory: ωB97M-V with the def2-TZVPD basis set

Each line ends with the Mulliken charge.
Atoms and positions in Å:
S  1.192  -1.862  1.573  -0.835
H  1.908  -2.986  1.319  -0.061
C  -0.973  0.266  -1.176  -0.510
C  0.266  1.172  0.594  -0.083
N  -0.239  1.486  -0.525  -0.498
H  -0.464  0.115  -2.205  0.191
H  -2.003  0.704  -1.147  0.241
H  -0.868  -0.644  -0.624  0.259
H  1.217  1.456  1.025  0.255
H  -0.035  0.293  1.166  0.042

Computed properties:
Charge   -1
HOMO level   -2.756 eV
Frontier orbital gap   7.13 eV

=====

Of them, the most stable is #w and the least stable is #y.

=====

#w
Formula: C4H16N6
Source: OMol25
Level of theory: ωB97M-V with the def2-TZVPD basis set

Each line ends with the Mulliken charge.
Atoms and positions in Å:
C  3.112  0.870  0.828  -0.935
C  2.358  1.012  -1.595  0.681
N  1.764  1.857  -2.471  -0.406
N  2.440  1.461  -0.247  -0.213
N  2.718  -0.240  -1.905  -0.410
H  1.489  2.768  -1.903  0.255
H  1.580  1.677  -3.486  0.256
H  1.944  2.372  -0.025  0.243
H  3.302  -0.891  -1.237  0.293
H  3.035  -0.464  -2.732  0.259
H  2.783  -0.214  0.988  0.296
H  2.806  1.434  1.724  0.305
H  4.135  0.697  0.629  0.379
C  -3.149  0.735  0.662  -0.799
C  -2.555  -1.632  1.153  0.635
N  -2.657  -0.355  1.515  -0.163
N  -1.553  -2.312  1.903  -0.506
N  -2.969  -1.937  -0.083  -0.305
H  -2.078  -0.069  2.337  0.308
H  -1.743  -3.222  2.285  0.293
H  -0.615  -2.356  1.379  0.274
H  -3.519  -1.414  -0.674  0.119
H  -2.668  -2.853  -0.394  0.249
H  -3.926  0.303  0.030  0.305
H  -2.313  1.239  0.069  0.267
H  -3.723  1.533  1.251  0.322

Computed properties:
Charge   +2
HOMO level   -16.828 eV
Frontier orbital gap   10.44 eV

=====

#x
Formula: C4H16N6
Source: OMol25
Level of theory: ωB97M-V with the def2-TZVPD basis set

Each line ends with the Mulliken charge.
Atoms and positions in Å:
C  -0.648  2.934  0.465  -0.959
C  -2.463  1.596  -0.604  0.642
N  -3.776  1.180  -0.396  -0.431
N  -1.933  2.235  0.418  -0.153
N  -2.028  1.797  -1.869  -0.379
H  -4.190  0.960  0.504  0.260
H  -4.065  0.494  -1.091  0.268
H  -2.473  2.238  1.282  0.241
H  -1.055  2.081  -1.829  0.221
H  -2.273  1.173  -2.633  0.279
H  0.097  2.319  0.960  0.272
H  -0.770  3.847  1.107  0.327
H  -0.466  3.467  -0.493  0.410
C  1.526  -2.325  1.996  -1.046
C  2.202  -1.927  -0.279  0.613
N  2.252  -1.571  1.006  -0.128
N  2.845  -0.985  -1.068  -0.445
N  1.409  -2.785  -0.908  -0.394
H  3.039  -1.059  1.381  0.315
H  3.792  -0.726  -0.847  0.246
H  2.660  -1.026  -2.060  0.232
H  0.909  -3.456  -0.316  0.254
H  1.551  -3.245  -1.798  0.297
H  1.925  -3.190  2.502  0.342
H  0.477  -2.392  1.695  0.379
H  1.457  -1.636  2.874  0.338

Computed properties:
Charge   +2
HOMO level   -17.257 eV
Frontier orbital gap   11.28 eV

=====

Of them, the most stable is #x and the least stable is #w.

=====

#w
Formula: C2H3N2O2
Source: OMol25
Level of theory: ωB97M-V with the def2-TZVPD basis set

Each line ends with the Mulliken charge.
Atoms and positions in Å:
C  -1.685  -0.262  -1.649  -0.912
C  -1.082  -0.045  -0.455  0.376
N  -0.738  -0.290  0.668  -0.447
N  2.243  -0.197  1.573  -0.036
O  3.408  0.141  1.744  -0.440
O  1.425  0.766  1.441  -0.537
H  -2.661  0.302  -1.917  0.195
H  -0.983  -0.645  -2.348  0.226
H  0.073  0.229  0.944  0.576

Computed properties:
Charge   -1
HOMO level   -3.835 eV
Frontier orbital gap   7.82 eV

=====

#x
Formula: C2H3N2O2
Source: OMol25
Level of theory: ωB97M-V with the def2-TZVPD basis set

Each line ends with the Mulliken charge.
Atoms and positions in Å:
C  -0.040  -0.677  -0.019  -0.350
C  -0.840  -0.770  1.099  0.040
N  0.449  0.462  -0.668  0.127
N  0.486  1.802  -0.386  -0.140
O  1.181  2.411  -1.267  -0.605
O  -1.138  0.129  1.914  -0.688
H  0.193  -1.636  -0.399  0.222
H  -1.172  -1.890  1.196  0.161
H  0.880  0.169  -1.470  0.234

Computed properties:
SMILES string   O=NN/C=C\[O-]
Charge   -1
HOMO level   -2.381 eV
Frontier orbital gap   6.79 eV

=====

#y
Formula: C2H3N2O2
Source: OMol25
Level of theory: ωB97M-V with the def2-TZVPD basis set

Each line ends with the Mulliken charge.
Atoms and positions in Å:
C  2.640  -0.055  0.061  0.685
C  0.245  0.118  -0.209  -0.112
N  -0.142  -1.171  0.311  -0.604
N  1.365  0.053  0.605  -0.306
O  3.140  -1.061  -0.351  -0.656
O  3.031  1.136  0.130  -0.659
H  0.621  0.272  -1.282  0.250
H  -0.601  0.814  -0.071  0.212
H  -0.848  -0.896  0.983  0.190

Computed properties:
Charge   -1
HOMO level (alpha / beta)   -4.246 / -4.065 eV
Frontier orbital gap (alpha / beta)   8.42 / 8.18 eV

=====

Of them, the most stable is #y and the least stable is #w.